Entry P
The following is a DFT calculation (ωB97M-V/def2-TZVPD) of C2H5NO2 in the gas phase.

LUMO = 0.77 eV
Total charge = 0
Highest occupied orbital energy = -9.88 eV
Gap between HOMO and LUMO = 10.65 eV

Last column: Löwdin charge in e.
Cartesian coordinates (Å):
C (0.805, -0.444, 0.085)  -0.262
C (-0.046, 0.795, 0.019)  -0.134
H (2.704, -0.771, 0.042)  0.102
H (0.711, -0.946, 1.112)  0.146
H (0.490, -1.163, -0.687)  0.117
H (0.333, 1.858, 0.081)  0.141
H (-2.695, -0.642, 0.134)  0.105
N (-1.328, 0.681, 0.000)  -0.022
O (2.136, 0.020, -0.094)  -0.093
O (-1.735, -0.672, -0.069)  -0.099

Entry Q
The following is a DFT calculation (ωB97M-V/def2-TZVPD) of C2H5NO2 in the gas phase.

LUMO = 0.32 eV
Total charge = 0
Highest occupied orbital energy = -9.80 eV
Gap between HOMO and LUMO = 10.12 eV

Last column: Löwdin charge in e.
Cartesian coordinates (Å):
C (1.034, -0.323, -0.965)  -0.284
C (0.106, -0.759, 0.116)  -0.037
H (-0.175, 1.146, -1.104)  0.022
H (1.061, -1.083, -1.793)  0.120
H (2.164, -0.012, -0.638)  0.162
H (0.106, -1.689, 0.637)  0.108
H (-1.792, 0.533, 1.759)  0.076
N (-0.369, 0.396, 0.760)  -0.011
O (0.395, 0.705, -1.691)  -0.081
O (-1.098, -0.102, 1.805)  -0.076

Entry R
The following is a DFT calculation (ωB97M-V/def2-TZVPD) of C2H5NO2 in the gas phase.

LUMO = 0.66 eV
Total charge = 0
Highest occupied orbital energy = -9.49 eV
Gap between HOMO and LUMO = 10.15 eV

Last column: Löwdin charge in e.
Cartesian coordinates (Å):
C (0.944, -0.284, 0.603)  -0.179
C (-0.624, -0.136, 0.156)  -0.448
H (2.770, 0.243, -0.385)  0.063
H (1.437, 1.073, -0.756)  0.069
H (1.042, -1.328, 0.715)  0.085
H (1.182, 0.186, 1.579)  0.110
H (-2.042, 1.269, 0.296)  0.127
N (1.782, 0.162, -0.474)  -0.001
O (-1.206, -1.092, -0.332)  0.087
O (-1.142, 1.085, -0.003)  0.086

Winner for stability: entry R

Entry P
The following is a DFT calculation (ωB97M-V/def2-TZVPD) of C3H4N4 in the gas phase.

LUMO = 0.18 eV
Total charge = 0
Highest occupied orbital energy = -9.83 eV
Gap between HOMO and LUMO = 10.01 eV

Last column: Löwdin charge in e.
Cartesian coordinates (Å):
C (0.716, -0.223, 0.125)  -0.527
C (-1.105, 1.103, 0.813)  -0.133
C (-1.198, -0.137, -1.185)  -0.071
H (2.031, -0.670, 1.337)  0.162
H (2.345, -1.470, -0.310)  0.090
H (-1.605, 1.852, 1.195)  0.048
H (-1.642, -0.609, -1.906)  0.038
N (2.011, -0.674, 0.211)  0.109
N (0.204, 0.668, 0.995)  0.114
N (-1.850, 0.770, -0.288)  0.064
N (0.092, -0.610, -0.987)  0.106

Entry Q
The following is a DFT calculation (ωB97M-V/def2-TZVPD) of C3H4N4 in the gas phase.

LUMO = -0.66 eV
Total charge = 0
Highest occupied orbital energy = -8.68 eV
Gap between HOMO and LUMO = 8.01 eV

Last column: Löwdin charge in e.
Cartesian coordinates (Å):
C (-0.599, -0.125, -1.119)  -0.124
C (-0.312, -1.175, -0.474)  -0.195
C (0.499, 0.542, 1.624)  -0.168
H (-0.392, 1.814, -1.274)  0.162
H (-0.959, 0.069, -2.267)  0.175
H (-0.786, -1.882, -0.988)  0.055
H (0.310, 0.928, 2.658)  0.109
N (0.306, 1.021, -0.785)  -0.061
N (0.641, -1.560, 0.512)  0.035
N (1.044, -0.865, 1.521)  0.042
N (0.249, 1.232, 0.593)  -0.029

Entry R
The following is a DFT calculation (ωB97M-V/def2-TZVPD) of C3H4N4 in the gas phase.

LUMO = 0.27 eV
Total charge = 0
Highest occupied orbital energy = -8.01 eV
Gap between HOMO and LUMO = 8.28 eV

Last column: Löwdin charge in e.
Cartesian coordinates (Å):
C (-0.632, -0.521, 0.213)  -0.030
C (-0.286, 0.395, 1.350)  -0.230
C (-0.956, -0.602, -2.136)  -0.001
N (2.912, -0.395, 0.580)  0.196
N (1.998, 0.155, 0.960)  -0.231
N (1.067, 0.878, 1.268)  0.002
N (-0.961, -0.283, -0.916)  -0.027
H (-0.321, 0.020, 2.400)  0.103
H (-0.846, 1.381, 1.497)  0.126
H (-1.880, -0.420, -2.576)  0.055
H (-0.096, -0.608, -2.639)  0.036

Winner for stability: entry P

Entry P
The following is a DFT calculation (ωB97M-V/def2-TZVPD) of C3H4N4 in the gas phase.

LUMO = 0.69 eV
Total charge = 0
Highest occupied orbital energy = -10.99 eV
Gap between HOMO and LUMO = 11.68 eV

Last column: Löwdin charge in e.
Cartesian coordinates (Å):
C (-0.905, -1.250, -0.249)  -0.145
C (-0.977, 1.235, -0.044)  -0.142
C (-0.097, 0.050, -0.149)  -0.574
N (-1.402, -2.285, -0.224)  0.167
N (-1.348, 2.279, 0.250)  0.189
N (0.654, -0.002, 1.129)  0.119
N (0.720, 0.046, -1.326)  0.075
H (0.421, -0.811, 1.645)  0.071
H (0.289, 0.727, 1.635)  0.035
H (1.369, 0.827, -1.240)  0.096
H (1.276, -0.817, -1.427)  0.108

Entry Q
The following is a DFT calculation (ωB97M-V/def2-TZVPD) of C3H4N4 in the gas phase.

LUMO = 0.54 eV
Total charge = 0
Highest occupied orbital energy = -10.54 eV
Gap between HOMO and LUMO = 11.08 eV

Last column: Löwdin charge in e.
Cartesian coordinates (Å):
C (0.418, 0.483, -1.049)  -0.040
C (1.084, -0.068, 0.153)  -0.135
C (-0.916, -0.151, -0.433)  -0.266
H (0.526, 1.551, -1.378)  0.132
H (0.957, 0.048, -1.888)  0.099
H (1.536, 0.706, 0.735)  0.120
H (1.743, -0.827, 0.029)  0.092
N (-0.221, -0.297, 0.697)  -0.122
N (-0.909, -0.730, 1.817)  0.094
N (-2.119, -0.485, 1.361)  -0.020
N (-2.101, -0.230, -0.045)  0.046

Winner for stability: entry P